C39H86ClF2N7O5P2 | wB97M-V/def2-TZVPD

Properties
Frontier orbital gap = 0.281 Eh
Maximum force = 2.54 eV/Å
Charge = 0

The geometry in XYZ format:
```
142
Properties=species:S:1:pos:R:3:lowdin_charge:R:1
C 4.8062 -6.8437 5.4107 -0.07
C 4.9167 -6.4111 3.9599 -0.25
O 5.9139 -5.3900 3.8626 -0.16
C 5.4003 -4.1515 3.4288 -0.22
C 4.6376 -3.3744 4.5125 -0.14
C 3.2801 -2.8504 4.0197 -0.19
C 2.1033 -3.7405 4.4367 -0.18
C 0.9482 -3.5490 3.4517 -0.15
C -0.4938 -3.7733 3.8775 -0.34
C -1.1221 -2.9755 5.0429 -0.19
C -0.2008 -2.4928 6.1632 -0.08
C -1.3611 -3.3382 2.6141 -0.36
P -1.4639 -1.6009 1.9548 0.67
O -0.5085 -1.7264 0.6314 -0.35
Cl -0.3127 -0.3617 3.1741 0.29
C -2.6918 -3.9232 3.0079 -0.45
O -3.8210 -3.4930 2.8506 0.11
N -2.3979 -5.1408 3.7002 0.11
C -0.9988 -5.2480 3.9634 -0.42
P -0.3024 -6.4563 2.6830 0.82
N -0.7767 -6.3003 1.1870 -0.27
N -0.5971 -5.6784 5.3840 0.12
C -1.6766 -5.8670 6.2923 -0.49
O -2.7857 -6.2654 6.0942 0.20
F -1.2598 -5.5256 7.5159 0.15
C 0.2865 -6.7813 5.5306 -0.51
O 1.4813 -6.7629 5.5267 0.18
F -0.3762 -7.9343 5.7179 0.14
H 4.5937 -7.9023 5.4813 0.07
H 4.0125 -6.3216 5.9242 0.05
H 5.7545 -6.6460 5.8821 0.08
H 3.9878 -6.0034 3.5727 0.09
H 5.1742 -7.2523 3.3293 0.11
H 6.2678 -3.5816 3.1259 0.12
H 4.7917 -4.2735 2.5343 0.12
H 4.4831 -4.0060 5.3739 0.11
H 5.2417 -2.5240 4.7910 0.11
H 3.3104 -2.7683 2.9370 0.10
H 3.1175 -1.8377 4.3697 0.11
H 2.4882 -4.7510 4.4189 0.07
H 1.8830 -3.4909 5.4611 0.09
H 1.1370 -4.2548 2.6456 0.10
H 1.0793 -2.5903 2.9778 0.06
H -1.9010 -3.5396 5.5392 0.11
H -1.6428 -2.0956 4.6993 0.08
H 0.3626 -3.2959 6.6118 0.06
H 0.4512 -1.7015 5.8255 0.06
H -0.8321 -2.0879 6.9431 0.08
H -0.8543 -3.8487 1.8036 0.08
H 0.4184 -1.6032 0.8559 0.04
H -2.8221 -5.9555 3.2859 0.15
H -0.6295 -7.7523 3.1380 0.03
H 1.1041 -6.4345 2.7493 0.02
H -1.4396 -5.5468 1.0617 -0.04
C -0.1977 1.2702 -5.3153 -0.09
C -0.4587 1.0844 -3.8285 -0.28
N -1.2200 2.1676 -3.2373 -0.20
C -1.2586 2.1117 -1.7860 -0.24
C -1.9677 0.9261 -1.1190 -0.09
C -2.4784 2.4757 -3.8920 -0.25
C -3.5279 1.3581 -3.9858 -0.07
H 0.3216 2.2101 -5.5062 0.08
H 0.4282 0.4555 -5.6810 0.07
H -1.1179 1.2576 -5.9002 0.06
H 0.5065 1.0402 -3.3167 0.12
H -0.9337 0.1019 -3.6756 0.10
H -1.7013 3.0420 -1.4197 0.11
H -0.2217 2.1287 -1.4345 0.11
H -3.0515 1.0233 -1.1624 0.06
H -1.6965 0.8867 -0.0627 0.05
H -1.6871 -0.0295 -1.5597 0.06
H -2.2581 2.8224 -4.9048 0.09
H -2.9296 3.3414 -3.4002 0.11
H -3.0899 0.3950 -4.2496 0.07
H -4.2595 1.6062 -4.7586 0.06
H -4.0789 1.2420 -3.0545 0.06
C 8.2386 -8.5327 3.7490 -0.09
C 9.0385 -7.3161 3.3215 -0.27
N 10.0260 -6.8960 4.2970 -0.20
C 10.6059 -5.5997 3.9960 -0.25
C 11.4490 -5.4545 2.7219 -0.09
C 10.9587 -7.9222 4.7270 -0.25
C 11.8325 -8.5997 3.6608 -0.08
H 7.7310 -8.3548 4.6984 0.08
H 7.4811 -8.7466 2.9934 0.07
H 8.8550 -9.4275 3.8446 0.06
H 8.3331 -6.4937 3.1757 0.11
H 9.4848 -7.5191 2.3338 0.10
H 11.2057 -5.2857 4.8547 0.11
H 9.7809 -4.8827 3.9414 0.11
H 12.4394 -5.8931 2.8337 0.05
H 11.5943 -4.3954 2.4996 0.07
H 10.9673 -5.9057 1.8544 0.06
H 10.3889 -8.6989 5.2424 0.10
H 11.6018 -7.4943 5.4998 0.11
H 11.2696 -8.8361 2.7572 0.07
H 12.2290 -9.5383 4.0536 0.07
H 12.6875 -7.9869 3.3806 0.05
C -4.1380 3.7236 -7.5023 -0.08
C -4.0513 5.2132 -7.7973 -0.27
N -5.1627 5.9774 -7.2650 -0.20
C -5.2089 7.3432 -7.7585 -0.25
C -4.0689 8.2989 -7.3807 -0.08
C -5.4098 5.8202 -5.8431 -0.24
C -4.2750 6.1818 -4.8731 -0.08
H -5.0638 3.2997 -7.8929 0.08
H -3.3033 3.2080 -7.9789 0.07
H -4.0824 3.5098 -6.4342 0.04
H -4.0478 5.3416 -8.8829 0.12
H -3.0778 5.5865 -7.4402 0.10
H -6.1587 7.7865 -7.4455 0.11
H -5.2608 7.2908 -8.8504 0.11
H -4.1509 8.6479 -6.3518 0.04
H -4.1082 9.1835 -8.0196 0.07
H -3.0870 7.8448 -7.5140 0.07
H -5.6975 4.7822 -5.6588 0.10
H -6.3009 6.3994 -5.5875 0.10
H -3.3046 5.8162 -5.2119 0.07
H -4.4684 5.7314 -3.8968 0.07
H -4.2035 7.2563 -4.7159 0.04
C -8.2319 12.6643 -3.1315 -0.09
C -7.9342 11.2060 -2.8194 -0.28
N -7.6171 10.4174 -3.9943 -0.20
C -7.5730 8.9908 -3.7305 -0.24
C -6.4886 8.4587 -2.7845 -0.08
C -6.5459 10.9328 -4.8292 -0.24
C -5.1594 11.1215 -4.1957 -0.08
H -9.0522 12.7514 -3.8445 0.08
H -8.5207 13.1818 -2.2162 0.07
H -7.3638 13.1851 -3.5364 0.06
H -8.8235 10.7690 -2.3576 0.12
H -7.1394 11.1654 -2.0570 0.10
H -7.4928 8.4705 -4.6897 0.10
H -8.5484 8.7015 -3.3271 0.11
H -5.5136 8.4288 -3.2665 0.04
H -6.7303 7.4343 -2.4926 0.07
H -6.4068 9.0447 -1.8691 0.07
H -6.8686 11.8945 -5.2342 0.10
H -6.4550 10.2827 -5.7036 0.11
H -5.2182 11.5601 -3.1989 0.07
H -4.5622 11.7947 -4.8142 0.07
H -4.6089 10.1844 -4.1246 0.05
```